Entry 1:
100
Properties=species:S:1:pos:R:3 method="wB97M-V/def2-TZVPD" e_tot_ev=-100424.323 multiplicity=1 homo_lumo_gap_ev=7.32 total_charge=+1
Na 0.03 0.37 3.91
C 2.20 -3.96 1.24
C 1.54 -2.93 0.38
C 1.89 -2.77 -0.92
C 1.27 -1.78 -1.72
N 0.33 -1.03 -1.24
N -0.05 -1.18 0.05
B -1.29 -0.31 0.41
N -2.42 -0.26 -0.70
N -2.51 0.13 -1.96
C -3.70 0.02 -2.52
C -4.83 -0.42 -1.78
C -4.71 -0.87 -0.49
C -5.84 -1.35 0.36
C -3.40 -0.82 0.01
S -2.60 -1.35 1.44
C -3.77 0.35 -4.01
C -3.18 -0.85 -4.77
C -5.22 0.54 -4.48
C -2.96 1.61 -4.32
N -0.88 1.16 0.80
N -0.09 1.63 -0.19
C 0.41 2.82 -0.14
C 0.26 3.62 1.03
C -0.54 3.20 2.03
C -0.76 4.03 3.25
C -1.28 1.95 1.86
S -2.56 1.60 2.88
C 1.15 3.28 -1.40
C 2.34 2.35 -1.64
C 1.65 4.72 -1.27
C 0.16 3.21 -2.58
C 0.53 -2.06 0.93
S 0.14 -2.16 2.57
C 1.70 -1.61 -3.18
C 1.00 -0.41 -3.82
C 1.33 -2.89 -3.94
C 3.21 -1.39 -3.24
H 2.94 -4.52 0.68
H 1.45 -4.65 1.64
H 2.67 -3.48 2.10
H 2.66 -3.40 -1.35
H -5.81 -0.39 -2.24
H -6.77 -1.40 -0.20
H -5.97 -0.69 1.22
H -5.62 -2.35 0.76
H -3.74 -1.77 -4.55
H -2.14 -1.02 -4.48
H -3.22 -0.67 -5.84
H -5.81 -0.37 -4.36
H -5.21 0.79 -5.54
H -5.71 1.36 -3.95
H -1.96 1.55 -3.89
H -3.45 2.50 -3.90
H -2.88 1.74 -5.40
H 0.78 4.56 1.11
H -0.06 4.87 3.27
H -0.64 3.44 4.16
H -1.78 4.41 3.27
H 3.13 2.54 -0.90
H 2.77 2.53 -2.63
H 2.03 1.31 -1.57
H 2.39 4.83 -0.48
H 0.82 5.41 -1.08
H 2.12 5.02 -2.21
H -0.30 2.22 -2.64
H 0.68 3.42 -3.51
H -0.63 3.94 -2.45
H -0.08 -0.50 -3.74
H 1.28 -0.35 -4.87
H 1.29 0.51 -3.33
H 0.26 -3.11 -3.84
H 1.89 -3.76 -3.57
H 1.55 -2.77 -5.00
H 3.50 -0.48 -2.71
H 3.53 -1.29 -4.28
H 3.77 -2.23 -2.80
C 3.11 -2.57 5.51
C 2.48 -1.34 4.93
N 1.39 -0.84 5.37
N 0.77 -1.44 6.41
C -0.43 -0.95 6.86
N -0.99 -1.71 7.82
S -1.15 0.45 6.32
C 3.06 -0.66 3.73
C 4.35 -0.92 3.31
C 4.80 -0.37 2.12
C 3.95 0.43 1.39
C 2.69 0.68 1.91
N 2.24 0.16 3.05
H 2.37 -3.39 5.52
H 3.95 -2.92 4.92
H 3.45 -2.40 6.53
H 1.14 -2.28 6.82
H -0.63 -2.61 8.09
H -1.89 -1.42 8.17
H 5.02 -1.52 3.91
H 5.81 -0.56 1.78
H 4.24 0.85 0.44
H 2.00 1.33 1.38

***

Entry 2:
108
Properties=species:S:1:pos:R:3 method="wB97M-V/def2-TZVPD" e_tot_ev=-85122.756 e_above_lowest_ev=0.000 multiplicity=1 homo_lumo_gap_ev=4.26 total_charge=-1
C 1.46 -4.04 0.15
C 2.76 -3.39 -0.29
C 2.61 -1.91 -0.65
F 3.99 -1.36 -0.58
N 1.76 -1.28 0.21
C 1.59 0.10 -0.15
C 0.15 0.65 0.05
C -0.92 -0.35 0.37
F -0.66 -1.16 1.40
F -2.06 0.37 0.76
C -1.43 -1.12 -0.88
F -0.41 -1.67 -1.59
F -2.02 -0.20 -1.71
C -2.47 -2.25 -0.64
F -2.45 -3.06 -1.74
F -2.17 -3.03 0.42
C -3.95 -1.82 -0.52
F -4.41 -1.27 -1.66
F -4.68 -2.97 -0.31
F -4.19 -1.01 0.52
H 0.75 -4.11 -0.68
H 1.68 -5.06 0.47
H 1.01 -3.52 0.98
H 3.49 -3.48 0.50
H 3.12 -3.95 -1.16
H 2.28 -1.81 -1.70
H 2.26 0.73 0.46
H 1.89 0.29 -1.20
H 0.15 1.34 0.89
H -0.13 1.25 -0.81
C -7.20 -3.81 -2.27
C -7.64 -4.94 -3.07
N -8.00 -5.82 -3.71
H -7.12 -4.11 -1.22
H -6.22 -3.47 -2.61
H -7.91 -2.99 -2.35
C -1.42 -4.74 -4.36
C -0.12 -5.14 -3.85
N 0.92 -5.45 -3.48
H -1.74 -3.81 -3.90
H -1.36 -4.61 -5.44
H -2.15 -5.52 -4.15
C 3.09 2.86 2.99
C 3.00 3.80 1.88
N 2.93 4.53 1.00
H 3.85 2.11 2.78
H 3.34 3.40 3.90
H 2.13 2.36 3.13
C -11.00 -0.99 -2.90
C -10.19 -1.35 -1.75
N -9.55 -1.63 -0.84
H -11.24 0.07 -2.87
H -10.46 -1.21 -3.82
H -11.93 -1.57 -2.89
C 4.23 0.57 6.63
C 4.97 1.51 5.80
N 5.55 2.24 5.13
H 3.28 1.02 6.94
H 4.02 -0.34 6.08
H 4.81 0.32 7.52
C 1.55 6.61 4.50
C 2.38 5.58 5.11
N 3.04 4.77 5.59
H 2.07 7.57 4.55
H 1.36 6.36 3.46
H 0.60 6.69 5.03
C 7.21 -2.74 8.09
C 5.96 -2.05 8.40
N 4.99 -1.51 8.65
H 8.04 -2.26 8.60
H 7.14 -3.78 8.42
H 7.38 -2.72 7.02
C -7.87 -1.98 2.38
C -8.55 -1.27 3.47
N -9.09 -0.72 4.31
H -8.12 -3.04 2.42
H -8.19 -1.57 1.42
H -6.80 -1.86 2.49
C 0.81 5.21 -1.69
C 0.24 4.12 -2.48
N -0.20 3.29 -3.12
H 0.96 4.89 -0.66
H 1.76 5.52 -2.12
H 0.12 6.06 -1.70
C 7.72 -2.04 -0.52
C 6.76 -2.75 0.32
N 5.99 -3.31 0.94
H 7.34 -1.99 -1.54
H 7.85 -1.03 -0.14
H 8.68 -2.56 -0.51
C 3.65 7.92 0.06
C 2.31 7.84 0.64
N 1.25 7.77 1.07
H 4.38 7.48 0.74
H 3.66 7.38 -0.88
H 3.90 8.96 -0.12
C -0.17 -6.83 -8.24
C -1.46 -6.21 -7.97
N -2.47 -5.71 -7.75
H 0.63 -6.20 -7.86
H -0.12 -7.80 -7.75
H -0.04 -6.96 -9.31
C 0.17 8.66 -3.94
C 1.50 8.24 -3.49
N 2.52 7.91 -3.12
H -0.09 9.61 -3.48
H 0.17 8.77 -5.02
H -0.56 7.91 -3.66

***

Entry 3:
94
Properties=species:S:1:pos:R:3 method="wB97M-V/def2-TZVPD" e_tot_ev=-66257.632 multiplicity=1 homo_lumo_gap_ev=8.51 smiles="CCOC(=O)CCCCO[C@@H](CNCCCC(=O)O)P(CC)CC.Fc1ccccc1.Fc1ccccc1.Fc1ccccc1"
C 6.00 0.70 2.47
C 4.80 1.47 3.05
O 4.03 2.19 2.08
C 4.59 3.30 1.53
O 4.52 4.37 2.09
C 5.19 3.14 0.15
C 4.65 4.21 -0.82
C 3.16 4.11 -1.16
C 2.60 2.74 -1.57
O 1.29 2.49 -1.08
C 1.24 1.91 0.21
C 0.60 2.86 1.21
N -0.76 3.24 0.85
C -1.09 4.66 0.87
C -2.27 5.02 1.80
C -3.21 3.84 2.10
C -2.71 2.79 3.05
O -3.11 1.66 3.07
O -1.85 3.23 4.03
P 0.45 0.20 0.04
C -0.80 0.37 -1.31
C -0.17 0.31 -2.70
C -0.46 -0.08 1.59
C 0.55 -0.34 2.74
H 6.06 0.77 1.39
H 6.93 1.03 2.92
H 5.89 -0.36 2.70
H 4.09 0.77 3.49
H 5.11 2.14 3.85
H 5.06 2.12 -0.22
H 6.27 3.29 0.27
H 4.82 5.16 -0.32
H 5.27 4.22 -1.72
H 2.98 4.79 -2.00
H 2.57 4.52 -0.34
H 2.52 2.69 -2.66
H 3.25 1.91 -1.27
H 2.24 1.69 0.57
H 0.63 2.37 2.19
H 1.24 3.75 1.31
H -1.01 2.83 -0.03
H -1.32 5.01 -0.14
H -0.22 5.23 1.19
H -2.87 5.81 1.35
H -1.89 5.42 2.74
H -3.52 3.33 1.19
H -4.12 4.26 2.55
H -1.08 3.67 3.62
H -1.45 1.24 -1.19
H -1.44 -0.51 -1.18
H -0.95 0.42 -3.46
H 0.32 -0.66 -2.85
H 0.56 1.09 -2.86
H -1.10 0.76 1.88
H -1.11 -0.94 1.47
H 0.40 -1.32 3.18
H 1.58 -0.30 2.38
H 0.46 0.42 3.52
F -2.23 -3.00 -1.13
C -3.42 -2.67 -0.59
C -4.42 -2.19 -1.43
C -5.64 -1.85 -0.87
C -5.86 -1.99 0.49
C -4.84 -2.46 1.31
C -3.61 -2.81 0.77
H -4.23 -2.09 -2.49
H -6.43 -1.48 -1.51
H -6.81 -1.72 0.92
H -5.00 -2.56 2.37
H -2.80 -3.19 1.38
F -5.21 -2.31 -4.65
C -5.73 -3.50 -5.02
C -5.27 -4.10 -6.18
C -5.81 -5.32 -6.55
C -6.79 -5.92 -5.77
C -7.24 -5.30 -4.61
C -6.71 -4.08 -4.23
H -4.51 -3.61 -6.76
H -5.46 -5.81 -7.45
H -7.21 -6.88 -6.07
H -8.00 -5.77 -4.01
H -7.03 -3.58 -3.32
F 5.07 -1.92 0.15
C 4.90 -3.08 0.81
C 3.71 -3.30 1.47
C 3.54 -4.50 2.14
C 4.56 -5.45 2.16
C 5.75 -5.20 1.49
C 5.93 -4.01 0.80
H 2.93 -2.55 1.44
H 2.61 -4.70 2.66
H 4.42 -6.38 2.69
H 6.54 -5.94 1.49
H 6.85 -3.79 0.27

***

Entry 4:
100
Properties=species:S:1:pos:R:3 method="wB97M-V/def2-TZVPD" e_tot_ev=-77201.168 multiplicity=1 homo_lumo_gap_ev=7.38 total_charge=+1
C 3.44 -2.08 4.42
C 4.14 -2.10 3.00
C 3.48 -3.14 2.07
I 5.15 -4.09 0.99
N 2.38 -2.63 1.07
C 1.67 -3.94 0.72
C 0.28 -3.86 0.00
C -0.96 -4.17 0.91
C -2.04 -3.06 0.94
C -2.53 -2.57 -0.45
C -3.25 -1.22 -0.20
O -3.25 -0.41 -1.39
C -3.95 0.75 -1.13
C -3.29 1.94 -0.44
O -5.07 0.83 -1.44
N 3.08 -2.09 -0.03
C 3.55 -0.72 -0.03
C 5.08 -0.47 -0.01
O 2.88 0.24 -0.16
C 2.73 -2.46 -1.41
C 1.74 -1.66 -2.30
O 3.22 -3.39 -1.91
P 1.21 -1.49 1.88
N 0.45 -2.14 3.05
O 1.93 -0.18 2.52
O 0.22 -0.85 0.76
H 2.63 -2.82 4.50
H 3.02 -1.09 4.63
H 4.22 -2.22 5.19
H 5.16 -2.44 3.22
H 4.24 -1.07 2.64
H 3.13 -3.95 2.72
H 2.33 -4.61 0.15
H 1.43 -4.52 1.62
H 0.29 -4.71 -0.70
H 0.13 -2.98 -0.64
H -1.45 -5.09 0.56
H -0.67 -4.37 1.96
H -1.76 -2.24 1.61
H -2.93 -3.51 1.43
H -1.73 -2.35 -1.17
H -3.20 -3.32 -0.89
H -4.25 -1.34 0.26
H -2.63 -0.68 0.54
H -3.88 2.86 -0.53
H -2.29 2.18 -0.82
H -3.21 1.74 0.65
H 5.44 -0.17 0.99
H 5.25 0.40 -0.66
H 5.64 -1.29 -0.46
H 1.13 -0.96 -1.71
H 1.14 -2.40 -2.83
H 2.33 -1.11 -3.06
H 0.74 -3.11 3.18
H 1.77 0.64 2.02
H 0.43 0.08 0.58
N 4.43 0.53 6.17
C 3.40 0.81 6.98
C 3.51 1.60 8.11
C 4.75 2.12 8.44
C 5.83 1.83 7.62
C 5.62 1.04 6.50
H 2.45 0.39 6.69
H 2.64 1.80 8.73
H 4.88 2.74 9.32
H 6.82 2.21 7.84
H 6.43 0.79 5.83
N -1.98 4.27 -1.67
C -2.03 4.42 -3.00
C -2.09 5.65 -3.63
C -2.09 6.79 -2.84
C -2.04 6.66 -1.47
C -1.98 5.38 -0.93
H -2.03 3.50 -3.57
H -2.13 5.72 -4.71
H -2.14 7.78 -3.30
H -2.04 7.53 -0.82
H -1.93 5.23 0.14
N -6.01 -6.65 -0.14
C -6.97 -7.00 -0.99
C -7.53 -6.14 -1.93
C -7.08 -4.84 -1.97
C -6.08 -4.44 -1.09
C -5.59 -5.38 -0.20
H -7.30 -8.03 -0.92
H -8.31 -6.49 -2.60
H -7.49 -4.13 -2.68
H -5.70 -3.43 -1.09
H -4.81 -5.12 0.51
N -1.49 6.86 -7.27
C -1.26 8.12 -6.87
C -0.01 8.70 -6.83
C 1.08 7.93 -7.22
C 0.87 6.63 -7.63
C -0.43 6.15 -7.64
H -2.15 8.68 -6.58
H 0.12 9.72 -6.51
H 2.08 8.35 -7.20
H 1.69 6.00 -7.94
H -0.65 5.13 -7.95

***

Entry 5:
94
Properties=species:S:1:pos:R:3 method="wB97M-V/def2-TZVPD" e_tot_ev=-81819.582 e_above_lowest_ev=0.005 multiplicity=1 homo_lumo_gap_ev=4.29 total_charge=-1
Na 0.00 0.42 -2.01
C -2.79 -2.43 -3.53
Si -2.06 -2.73 -1.80
C -3.28 -3.79 -0.74
C -0.45 -3.72 -2.05
N -1.48 -1.29 -0.96
P -1.33 -1.12 0.63
C -0.23 0.03 1.15
P 0.62 1.44 1.07
N 1.13 2.01 -0.33
Si 1.57 3.59 -0.89
C 0.53 5.06 -0.27
C 1.35 3.54 -2.76
C 3.53 3.69 -0.61
C 2.01 0.92 2.14
C 1.74 0.61 3.50
C 2.86 0.46 4.35
C 4.16 0.74 3.95
C 4.38 1.03 2.59
C 3.30 1.12 1.68
C -0.34 2.69 1.92
C -1.70 2.78 1.57
C -2.61 3.54 2.30
C -2.14 4.27 3.38
C -0.84 4.15 3.79
C 0.08 3.40 3.07
C -2.87 -0.73 1.48
C -4.12 -0.67 0.83
C -5.29 -0.56 1.55
C -5.22 -0.37 2.94
C -4.00 -0.42 3.60
C -2.82 -0.70 2.89
C -0.85 -2.68 1.43
C -1.62 -3.32 2.40
C -1.05 -4.44 3.06
C 0.13 -5.00 2.65
C 0.94 -4.34 1.68
C 0.40 -3.24 1.03
H -3.47 -1.55 -3.54
H -3.39 -3.28 -3.92
H -1.97 -2.24 -4.25
H -3.63 -4.63 -1.39
H -4.07 -3.20 -0.37
H -2.82 -4.29 0.12
H -0.35 -4.05 -3.11
H -0.47 -4.64 -1.42
H 0.42 -3.05 -1.80
H -0.56 4.81 -0.36
H 0.78 5.99 -0.85
H 0.73 5.36 0.76
H 0.35 3.78 -3.00
H 1.70 2.59 -3.25
H 1.96 4.33 -3.27
H 3.79 3.57 0.46
H 3.98 4.61 -0.98
H 3.92 2.78 -1.12
H 0.71 0.52 3.93
H 2.67 0.24 5.36
H 4.94 0.77 4.70
H 5.38 1.31 2.26
H 3.46 1.31 0.61
H -2.00 2.20 0.73
H -3.67 3.49 2.05
H -2.81 4.96 3.88
H -0.50 4.57 4.73
H 1.13 3.38 3.39
H -4.09 -0.57 -0.27
H -6.18 -0.52 0.99
H -6.11 -0.22 3.49
H -3.93 -0.30 4.67
H -1.82 -0.81 3.37
H -2.63 -3.01 2.62
H -1.57 -4.86 3.93
H 0.53 -5.94 3.00
H 1.94 -4.59 1.51
H 1.00 -2.67 0.25
N 0.00 0.25 -4.37
C 1.10 0.14 -5.36
C 2.52 -0.10 -4.83
C 2.60 -1.48 -4.14
C 3.09 -1.33 -2.69
N 2.18 -0.50 -1.91
H -0.46 -0.65 -4.27
H -0.72 0.81 -4.85
H 1.14 1.01 -5.99
H 0.90 -0.70 -6.05
H 2.85 0.70 -4.14
H 3.16 -0.04 -5.71
H 3.32 -2.17 -4.59
H 1.64 -1.97 -4.07
H 4.13 -1.01 -2.70
H 3.12 -2.36 -2.33
H 2.61 0.35 -1.52
H 1.84 -1.01 -1.08